# 1
Here is a molecular structure, C6H11NO3S in a non-equilibrium geometry from OMol25. Energies are from ωB97M-V/def2-TZVPD.

Its HOMO energy is -0.368 Eh. The largest force on an atom is 4.25 eV/Å. The value obtained for the gap between HOMO and LUMO is 10.4 eV. For the total energy, the calculation gives -24865.5401 eV.

Geometry as XYZ:
```
22
Properties=species:S:1:pos:R:3:forces:R:3:mulliken_charge:R:1
C 0.132 2.357 -1.984 -0.990 -3.170 -2.254 -1.120
O 1.291 2.079 0.321 0.433 1.642 1.513 -0.629
O 1.851 0.413 -1.344 0.673 -0.759 -1.181 -0.640
H 1.563 0.111 1.511 0.648 1.591 0.506 0.408
N -0.985 -0.681 -1.165 1.061 -0.477 3.735 -0.239
C -0.308 -1.742 -0.500 -0.083 0.923 0.208 0.011
H 1.937 -1.300 0.603 -0.219 -0.108 1.044 0.368
C -1.272 -1.270 1.816 -1.634 1.472 1.923 -1.617
H 0.155 1.840 -3.071 -0.713 0.920 2.656 0.318
C -0.512 0.318 -0.174 -2.852 1.864 1.131 -0.314
H -0.789 2.834 -1.638 0.022 -0.532 -0.206 0.333
H -1.356 -0.544 2.724 0.546 -0.811 -1.626 0.350
H 1.310 -1.349 2.337 0.164 -1.213 1.410 0.477
H -2.350 -1.309 1.480 1.278 0.158 -0.388 0.349
S 0.888 1.279 -0.768 -1.613 -0.403 -0.202 1.182
C -0.186 -0.863 0.791 1.275 -1.363 0.470 1.737
H 0.835 3.077 -2.096 2.285 2.500 -0.160 0.476
H -1.188 -0.625 -2.098 -0.447 0.522 -2.761 0.198
O 0.114 -2.808 -0.847 -0.657 0.536 0.053 -0.587
H -1.277 1.307 0.360 1.871 -3.305 -1.904 0.246
H -1.137 -2.232 2.336 0.603 0.161 -0.716 0.403
C 1.284 -0.889 1.406 -1.651 -0.150 -3.251 -1.709
```
Positions in Å, forces in eV/Å.

=====

# 2
Here is a gas-phase ion, C6H11NO4P (charge -1) in a non-equilibrium geometry from OMol25. Energies are from ωB97M-V/def2-TZVPD.

Its HOMO energy is -0.181 Eh. The largest force on an atom is 4.67 eV/Å. As for the net charge: -1. The value obtained for the gap between HOMO and LUMO is 8.6 eV. For the total energy, the calculation gives -25371.7100 eV. As for the SMILES: C=C[C@H](O)[C@@](N)(C=C)[P@](=O)([O-])O.

Geometry as XYZ:
```
23
Properties=species:S:1:pos:R:3:forces:R:3:mulliken_charge:R:1
H -1.583 -1.574 -1.662 -0.457 0.027 0.945 0.251
H 0.303 2.749 2.232 -0.926 0.660 1.924 0.346
H -3.048 -1.240 -0.529 -0.687 -0.366 -0.197 0.289
P 2.656 0.084 -0.108 1.272 -1.461 0.638 1.014
N 0.244 0.452 -1.227 1.832 2.373 -3.576 -0.768
C -2.013 -1.486 -0.636 0.008 0.633 -1.402 -0.753
C 0.496 2.178 1.394 1.952 1.475 -2.210 -0.707
H 0.414 -2.169 -0.485 0.518 0.552 -0.535 0.423
C 0.744 -0.047 0.015 2.285 2.683 1.078 0.776
H -0.180 0.335 1.993 -0.273 -0.104 0.479 0.178
C -1.243 -1.348 0.413 0.340 -1.220 2.275 -0.359
H 3.194 -1.911 -0.851 0.015 0.124 0.147 0.318
H 1.121 2.742 0.692 -0.294 -0.250 -0.184 0.207
H -1.683 -1.332 1.462 0.597 0.403 -1.420 0.266
C 0.270 -1.425 0.307 -1.256 -1.105 0.171 -0.426
O 3.033 -1.088 -1.325 -0.824 1.334 0.415 -0.617
O 3.193 -0.567 1.138 -0.246 -0.304 0.281 -0.868
H 0.749 1.411 -1.349 -1.499 -1.611 0.565 0.454
H 0.809 0.011 -2.036 -1.227 0.036 1.596 0.356
H 1.762 -1.705 1.529 0.546 0.544 -0.124 0.529
O 3.201 1.417 -0.507 -1.175 -0.527 -0.488 -0.742
C 0.292 0.915 1.226 0.066 -3.331 -1.245 -0.556
O 0.824 -1.943 1.475 -0.569 -0.565 0.867 -0.613
```
Positions in Å, forces in eV/Å.

=====

# 3
Here is a gas-phase ion, C6H11NO5PS (charge +1) in a non-equilibrium geometry from OMol25. Energies are from ωB97M-V/def2-TZVPD.

Its HOMO energy is -0.465 Eh. The largest force on an atom is 5.39 eV/Å. As for the net charge: +1. The value obtained for the gap between HOMO and LUMO is 8.2 eV. For the total energy, the calculation gives -38243.8610 eV. As for the SMILES: COC(=O)[N@+]1(P(O)(O)=S)CCCC1=O.

Geometry as XYZ:
```
25
Properties=species:S:1:pos:R:3:forces:R:3:mulliken_charge:R:1
O -1.295 1.669 0.012 -0.509 -0.643 -0.352 -0.409
H -0.473 -0.911 3.292 -0.239 0.430 -3.390 0.420
O -0.570 -0.767 2.238 1.114 0.361 3.087 -0.518
H -3.063 -0.448 0.952 1.024 0.377 -1.431 0.226
O 1.639 1.183 -0.526 -2.004 -1.467 0.028 -0.177
P 0.670 0.028 1.586 3.682 -3.854 -0.773 0.573
H 1.082 2.117 1.492 -0.265 -0.134 0.200 0.372
N -0.068 -0.297 -0.260 0.685 -0.724 2.439 0.244
S 2.818 -0.954 1.577 -4.201 1.824 0.204 -0.227
H 2.037 2.986 -1.777 0.860 -2.054 1.951 0.278
H -0.280 -1.850 -1.678 0.598 -0.130 1.720 0.381
H 3.319 1.700 -1.494 1.702 -1.202 -1.707 0.380
H -1.950 -2.534 0.517 -1.294 -0.329 0.137 0.302
C 2.522 2.166 -1.045 -2.197 1.623 -2.485 -0.795
C -2.478 -0.457 -0.039 -1.824 -1.178 1.201 -0.522
H -3.172 -0.102 -0.805 -0.080 -0.097 0.060 0.381
C 0.922 0.244 -1.191 0.259 2.934 1.504 0.461
C -1.940 -1.863 -0.324 0.413 -0.706 -2.096 -0.406
H 0.178 -2.372 0.056 0.749 -0.804 0.386 0.316
C -0.422 -1.754 -0.551 -0.748 2.093 -2.695 -0.647
C -1.367 0.487 -0.068 0.617 1.631 -0.612 0.497
H -2.345 -2.297 -1.349 0.320 0.598 2.652 0.335
H 2.947 2.525 -0.176 0.586 1.587 1.729 0.347
O 0.877 -0.018 -2.318 0.551 -0.571 -2.183 -0.395
O 0.410 1.520 1.878 0.204 0.435 0.426 -0.416
```
Positions in Å, forces in eV/Å.

=====

# 4
Here is C6H11NS in the gas phase in a non-equilibrium geometry from OMol25. Energies are from ωB97M-V/def2-TZVPD.

Its HOMO energy is -0.288 Eh. The largest force on an atom is 3.84 eV/Å. The value obtained for the gap between HOMO and LUMO is 8.7 eV. For the total energy, the calculation gives -18723.2615 eV. As for the SMILES: C[C@@H]1C[C@]2(S)C[C@@H]2N1.

Geometry as XYZ:
```
19
Properties=species:S:1:pos:R:3:forces:R:3:mulliken_charge:R:1
H -0.188 1.035 1.613 2.099 0.101 -0.905 0.103
H 1.400 1.963 -0.985 -1.027 -1.017 0.060 0.379
H -3.250 -0.285 -0.034 2.136 -1.450 0.232 0.290
C 1.341 -0.061 0.228 -1.547 3.017 -1.807 0.592
N -0.627 0.892 -0.948 -0.823 -0.058 -0.950 -0.418
S 2.949 -0.608 -0.212 0.552 -1.933 0.386 -0.289
H -2.116 -1.688 0.697 -0.851 -0.501 0.117 0.400
H -1.223 -1.078 -1.476 -0.069 0.335 -0.144 0.279
H 1.604 1.844 1.466 -1.052 -1.047 -0.146 0.289
H 0.033 -1.524 1.013 0.463 -0.123 -1.282 0.235
H 0.770 -1.981 -0.670 -1.134 1.679 1.228 0.395
C -2.203 -0.668 0.368 -0.824 1.775 -1.308 -1.279
H 3.725 0.438 -0.296 0.070 1.242 0.139 0.113
H -0.993 1.027 -1.902 1.312 0.554 0.652 0.303
C 0.308 -1.116 -0.015 0.113 -2.578 1.360 -0.922
C -0.985 -0.479 -0.588 -0.084 -0.695 -0.027 0.053
C 0.742 1.177 -0.533 -0.037 -0.069 2.418 -0.223
H -2.117 -0.015 1.210 0.492 0.284 0.841 0.250
C 0.830 1.127 1.064 0.211 0.483 -0.865 -0.547
```
Positions in Å, forces in eV/Å.

=====

# 5
Here is C6H11NS in the gas phase in a non-equilibrium geometry from OMol25. Energies are from ωB97M-V/def2-TZVPD.

Its HOMO energy is -0.320 Eh. The largest force on an atom is 1.19 eV/Å. The value obtained for the gap between HOMO and LUMO is 9.6 eV. For the total energy, the calculation gives -18722.6641 eV. As for the SMILES: C[C@]12CNC[C@]1(C)S2.

Geometry as XYZ:
```
19
Properties=species:S:1:pos:R:3:forces:R:3:mulliken_charge:R:1
H -0.912 1.276 -1.699 -0.282 0.519 -0.368 0.395
H -1.087 -1.139 1.709 0.263 0.343 -0.104 0.343
C 0.677 -0.625 0.440 -0.479 0.125 0.468 0.852
H 0.915 -2.027 -1.221 0.051 0.027 0.004 0.425
H -2.170 -0.528 -0.168 -0.371 -0.393 -0.177 0.325
S 2.335 -0.065 0.006 0.017 0.043 -0.081 -0.164
C -0.580 0.397 -1.189 0.236 -0.771 0.217 -0.836
H -0.561 -0.454 -1.881 0.006 0.205 0.112 0.285
H -0.619 -2.238 -0.325 0.926 0.175 0.122 0.321
H 0.938 -2.752 0.374 0.124 -0.136 0.186 0.384
C 0.471 -1.982 -0.228 -1.101 -0.067 -0.443 -1.593
H 1.129 2.725 -0.386 0.011 -0.104 0.002 0.386
H -0.534 0.553 1.905 0.117 0.040 0.199 0.283
H 1.137 2.030 1.234 -0.389 -0.121 -0.627 0.400
C 0.716 0.627 -0.424 0.015 -0.122 0.027 0.812
C 0.618 1.995 0.251 0.763 0.240 0.569 -1.680
H -0.401 2.338 0.365 -0.344 -0.037 0.066 0.421
N -1.457 0.143 0.024 0.531 0.400 0.213 -0.483
C -0.613 -0.275 1.214 -0.094 -0.367 -0.384 -0.876
```
Positions in Å, forces in eV/Å.

=====

# 6
Here is C6H11NS in the gas phase in a non-equilibrium geometry from OMol25. Energies are from ωB97M-V/def2-TZVPD.

Its HOMO energy is -0.299 Eh. The largest force on an atom is 5.40 eV/Å. The value obtained for the gap between HOMO and LUMO is 9.2 eV. For the total energy, the calculation gives -18721.2709 eV. As for the SMILES: C[C@H]1[C@H]2CSCCN21.

Geometry as XYZ:
```
19
Properties=species:S:1:pos:R:3:forces:R:3:mulliken_charge:R:1
H 0.024 -2.277 1.028 0.062 0.919 -0.229 0.406
H -2.649 -1.556 -0.637 -0.052 4.340 -0.006 0.245
H -0.590 -1.779 -0.600 0.601 0.701 1.504 0.199
H 2.907 1.002 -0.113 -1.383 0.419 -0.058 0.381
H 0.466 2.704 0.332 0.301 -2.095 -1.094 0.250
H -0.312 0.278 1.864 0.145 -0.898 -1.957 0.267
H -3.655 -0.291 0.396 1.279 0.261 -2.847 0.281
H 1.014 2.019 -1.365 -1.312 -0.477 1.800 0.263
H 1.962 0.862 1.390 -0.456 0.022 -1.559 0.253
H -3.068 0.307 -1.403 -0.351 -0.571 0.237 0.262
C -1.709 0.518 0.313 -5.361 0.575 -0.267 -0.069
S 1.582 -0.951 -0.321 1.786 0.624 0.206 -0.157
C -2.815 -0.252 -0.497 -0.975 -2.612 3.693 -0.992
N -0.497 0.715 -0.344 2.603 3.118 -0.316 -0.221
C -0.585 -0.133 0.806 2.608 -1.082 2.742 -0.048
C -0.033 -1.401 0.333 -0.365 -2.786 -0.753 -0.658
H -2.120 1.151 1.174 0.258 -0.004 -1.747 0.380
C 1.849 0.852 0.251 0.384 -1.354 1.233 -0.600
C 0.660 1.713 -0.292 0.227 0.899 -0.581 -0.444
```
Positions in Å, forces in eV/Å.

=====

# 7
Here is C6H11NSi in the gas phase in a non-equilibrium geometry from OMol25. Energies are from ωB97M-V/def2-TZVPD.

Its HOMO energy is -0.306 Eh. The largest force on an atom is 5.38 eV/Å. The value obtained for the gap between HOMO and LUMO is 8.5 eV. For the total energy, the calculation gives -15764.0810 eV. As for the SMILES: C=N/C=C/C(=C)[SiH2]C.

Geometry as XYZ:
```
19
Properties=species:S:1:pos:R:3:forces:R:3:mulliken_charge:R:1
H 1.412 -2.233 2.436 1.712 -0.011 2.858 0.362
C -0.134 -1.303 -0.377 -1.012 -1.841 -1.081 -0.017
C 0.834 -2.376 1.626 -3.006 2.073 -3.262 -0.846
H -1.201 1.645 1.305 0.193 0.352 0.066 0.289
H 0.318 0.687 -1.025 -0.255 -1.785 -1.137 -0.075
C 0.482 -1.311 0.868 3.025 3.446 2.808 0.181
H 0.787 0.625 3.037 0.676 0.103 -0.914 -0.129
C -1.266 0.269 -3.212 2.598 1.292 1.441 -0.339
H -0.683 -2.219 -0.649 0.132 0.323 -0.098 0.265
Si 1.018 0.781 1.513 -0.060 -3.959 1.134 0.343
N -0.920 -0.587 -2.362 -0.740 -0.672 -0.573 -0.368
H 0.003 2.975 1.569 -0.093 0.326 0.763 0.379
H 0.191 -3.193 1.438 0.253 -1.697 -0.068 0.272
H 2.411 1.025 1.079 -0.053 0.216 0.162 -0.117
C -0.201 2.041 1.080 -0.780 0.253 -0.598 -0.976
C -0.072 -0.367 -1.321 0.229 1.979 1.662 -0.080
H -0.723 1.235 -3.304 -0.667 -0.241 -0.096 0.222
H -0.171 2.314 0.048 -0.168 0.040 -0.882 0.338
H -2.084 -0.012 -3.750 -1.983 -0.197 -2.186 0.298
```
Positions in Å, forces in eV/Å.

=====

# 8
Here is 2 unconnected molecules or ions with the total composition C6H11NSi in a non-equilibrium geometry from OMol25. Energies are from ωB97M-V/def2-TZVPD.

Its HOMO energy (spin up / spin down) is -0.300 / -0.300 Eh. The largest force on an atom is 7.38 eV/Å. The value obtained for the gap between HOMO and LUMO (spin up / spin down) is 6.1 / 6.1 eV. For the total energy, the calculation gives -15761.0620 eV.

Geometry as XYZ:
```
19
Properties=species:S:1:pos:R:3:forces:R:3:mulliken_charge:R:1
H 2.295 0.112 -1.107 1.037 -1.352 0.545 0.420
Si -0.242 0.093 -0.557 -1.521 -1.017 1.105 0.465
H 2.407 -0.794 0.763 0.813 -0.356 0.530 0.124
H -0.359 -2.386 -0.427 0.616 -0.195 -0.395 0.334
H -2.411 1.362 -1.080 -1.637 -0.716 -1.101 0.401
H -1.027 2.337 -1.247 0.254 0.805 -0.076 0.308
C -1.082 -1.651 -0.761 1.518 1.344 2.680 -1.132
C -0.572 0.357 2.424 1.564 -0.206 -2.159 0.357
H 1.186 0.135 -2.500 0.398 0.462 0.258 0.270
C -1.477 1.557 -0.669 1.858 -1.233 -0.742 -1.233
C 0.142 0.226 1.246 5.261 -3.183 1.828 -0.142
C 1.340 0.393 -1.438 -1.189 0.387 -1.048 -1.083
H -1.831 -1.820 0.016 -0.497 0.512 -0.336 0.336
N -1.030 0.565 3.442 -1.577 0.420 2.611 -0.468
C 2.036 -0.817 1.776 -6.138 3.056 -2.729 -0.422
H 2.299 -1.097 2.769 0.338 0.057 0.396 0.352
H 1.432 1.449 -1.259 -0.162 0.988 -0.665 0.325
H -1.694 1.836 0.319 0.028 0.802 1.459 0.408
H -1.410 -1.858 -1.712 -0.962 -0.576 -2.161 0.379
```
Positions in Å, forces in eV/Å.